Entry 1:
Formula: C12H13ClIrN2O2
Source: the Open Molecules 2025 dataset
Level of theory: ωB97M-V with the def2-TZVPD basis set

Cartesian coordinates (Å):
Cl1 2.2123 -1.8964 2.0447
C1 1.9740 2.1948 0.3720
C2 1.3297 2.1258 -0.9295
C3 1.5170 0.8049 -1.4460
H1 0.8314 2.9369 -1.4597
C4 2.2385 0.0192 -0.4839
C5 2.4886 0.8765 0.6636
H2 3.0466 0.5323 1.5331
H3 2.0721 3.0852 0.9847
H4 1.2272 0.4528 -2.4427
C6 2.6858 -1.3835 -0.6583
Ir1 0.3035 0.8708 0.6972
C7 -0.9473 2.3005 1.1254
C8 0.2656 0.0724 2.4982
O1 -1.7466 3.0826 1.4441
O2 0.1378 -0.3124 3.5851
H5 1.9652 -1.9567 -1.2617
H6 2.6840 -1.8297 0.3659
H7 3.7151 -1.4881 -1.0606
C9 -1.2783 -1.0062 -2.0337
C10 -1.9120 -0.7974 -0.7206
N1 -1.5158 -0.1655 0.3839
C11 -2.5257 -0.2494 1.3475
C12 -3.5607 -0.9563 0.7726
N2 -3.1495 -1.2789 -0.5029
H8 -1.3168 -2.0881 -2.2629
H9 -1.8861 -0.4989 -2.8048
H10 -0.2478 -0.6399 -2.1038
H11 -2.4298 0.1983 2.3420
H12 -4.5116 -1.2098 1.2050
H13 -3.6663 -1.7957 -1.1936

Output
**LUMO energy (alpha / beta)**: -6.4 / -12.1 eV
**Multiplicity**: 6
**HOMO energy (alpha / beta)**: -13.277 / -16.311 eV
**Expectation value of S²**: 8.7808
**Charge**: +2
**DFT total energy**: -35067.1828 eV
**Relative energy (zero: lowest compared OMol25 entry of this formula, charge and spin)**: 138.6 kJ/mol
**Kohn-Sham gap (alpha / beta)**: 6.9 / 4.2 eV

Atomic partial charges in e from the natural (NBO) method, atoms 1 to 5: atom 1 (Cl): -0.042, atom 2 (C): -0.205, atom 3 (C): -0.243, atom 4 (C): -0.268, atom 5 (H): 0.284



Entry 2:
Formula: C4H11NO2
Source: the Open Molecules 2025 dataset
Level of theory: ωB97M-V with the def2-TZVPD basis set

Cartesian coordinates (Å):
C1 1.6613 0.6532 -1.1270
C2 1.8193 0.0498 0.2785
C3 0.3803 -0.5149 2.2986
C4 -2.1885 -0.4466 -1.4044
H1 0.5692 1.0986 -1.1009
H2 1.7866 -0.0648 -2.0640
H3 2.4307 1.3494 -1.3647
H4 -0.2873 0.4704 0.4805
H5 1.1085 -1.3800 2.5183
H6 0.6263 0.2850 2.9538
H7 -0.7495 -0.6490 2.3589
H8 -2.0487 1.3961 -0.4868
H9 -1.4848 -1.3320 -1.1583
H10 -3.1894 -0.7668 -1.1757
H11 -2.1314 -0.0037 -2.3147
N1 0.5654 -0.2585 0.7875
O1 2.8770 -0.3465 0.8193
O2 -1.7448 0.4602 -0.2989

Output
**LUMO energy**: 0.4 eV
**Multiplicity**: 1
**HOMO energy**: -9.091 eV
**SMILES string**: CNC(C)=O.CO
**DFT total energy**: -9909.5538 eV
**Relative energy (zero: lowest compared OMol25 entry of this formula, charge and spin)**: 259.4 kJ/mol
**Kohn-Sham gap**: 9.4 eV

Atomic partial charges in e from the natural (NBO) method, atoms 1 to 5: atom 1 (C): -0.711, atom 2 (C): 0.659, atom 3 (C): -0.429, atom 4 (C): -0.243, atom 5 (H): 0.207



Entry 3:
Formula: C28H32N4O3
Source: the Open Molecules 2025 dataset
Level of theory: ωB97M-V with the def2-TZVPD basis set

Cartesian coordinates (Å):
C1 -1.1674 -1.7905 -2.0951
C2 -1.4074 -1.7830 -0.6304
N1 -2.5610 -1.3661 -0.0499
N2 -2.5894 -1.6397 1.2601
C3 -1.4614 -2.2383 1.5399
C4 -0.6518 -2.3510 0.3863
C5 0.7128 -2.8522 0.4012
C6 1.7862 -2.1485 -0.0802
C7 3.1266 -2.5529 0.2443
O1 3.4568 -3.6027 0.7906
C8 4.0360 -1.4018 -0.1469
O2 5.2394 -1.3242 -0.0380
N3 3.2268 -0.4424 -0.6573
C9 3.7251 0.8068 -1.1705
H1 3.1386 1.0885 -2.0490
H2 4.7639 0.6358 -1.4630
C10 3.6303 1.9473 -0.1393
N4 3.3043 3.2005 -0.7966
C11 2.7096 4.1526 0.1180
H3 3.3832 4.4361 0.9414
H4 1.8016 3.7218 0.5391
H5 2.4425 5.0524 -0.4347
C12 4.4552 3.7664 -1.4710
H6 4.8446 3.0463 -2.1872
H7 5.2622 4.0375 -0.7728
H8 4.1472 4.6610 -2.0105
H9 4.5658 2.0090 0.4395
H10 2.8225 1.7161 0.5570
C13 1.8205 -0.8032 -0.7525
C14 0.8987 0.2279 -0.1417
C15 0.2612 1.1593 -0.9485
C16 -0.6370 2.0616 -0.4087
C17 -0.9274 2.0558 0.9485
C18 -0.2514 1.1511 1.7597
C19 0.6559 0.2575 1.2262
H11 1.1730 -0.4338 1.8758
H12 -0.4408 1.1325 2.8217
C20 -1.9697 2.9880 1.5108
C21 -1.4242 3.8118 2.6782
H13 -1.1876 3.1771 3.5278
H14 -2.1645 4.5422 2.9965
H15 -0.5218 4.3424 2.3811
C22 -3.2011 2.1833 1.9365
H16 -2.9368 1.4447 2.6889
H17 -3.9589 2.8452 2.3493
H18 -3.6271 1.6587 1.0838
H19 -2.2715 3.6811 0.7172
H20 -1.1271 2.7762 -1.0549
H21 0.4690 1.1851 -2.0095
H22 1.5671 -0.8962 -1.8218
O3 0.8899 -3.9932 1.0515
H23 1.8686 -4.1742 1.1158
H24 -1.2317 -2.5550 2.5366
C23 -3.6576 -0.7019 -0.6204
C24 -3.4912 0.2582 -1.6116
C25 -4.5998 0.9072 -2.1258
C26 -5.8674 0.6142 -1.6521
C27 -6.0276 -0.3265 -0.6474
C28 -4.9286 -0.9849 -0.1299
H25 -5.0302 -1.7118 0.6600
H26 -7.0126 -0.5489 -0.2664
H27 -6.7271 1.1252 -2.0579
H28 -4.4693 1.6536 -2.8950
H29 -2.5038 0.5195 -1.9534
H30 -0.4751 -2.5931 -2.3391
H31 -0.7348 -0.8519 -2.4377
H32 -2.1020 -1.9515 -2.6303

Output
**LUMO energy**: -0.3 eV
**Multiplicity**: 1
**HOMO energy**: -8.647 eV
**SMILES string**: Cc1c(/C(O)=C2/C(=O)C(=O)N(CCN(C)C)[C@@H]2c2ccc(C(C)C)cc2)cnn1-c1ccccc1
**DFT total energy**: -41658.7543 eV
**Relative energy (zero: lowest compared OMol25 entry of this formula, charge and spin)**: 83.9 kJ/mol
**Kohn-Sham gap**: 8.3 eV

Atomic partial charges in e from the natural (NBO) method, atoms 1 to 5: atom 1 (C): -0.662, atom 2 (C): 0.238, atom 3 (N): -0.205, atom 4 (N): -0.260, atom 5 (C): 0.003



Entry 4:
Formula: C5H8O2
Source: the Open Molecules 2025 dataset
Level of theory: ωB97M-V with the def2-TZVPD basis set

Cartesian coordinates (Å):
C1 1.0076 1.0496 -0.0279
O1 0.5220 0.7893 -1.3513
C2 -0.5688 -0.0852 -1.2007
C3 -1.2552 0.2795 0.1033
C4 0.0919 0.1801 0.8433
C5 0.4594 -1.2620 0.4546
O2 -0.1290 -1.4101 -0.8596
H1 0.9573 2.1246 0.1830
H2 2.0549 0.7224 0.0382
H3 -1.1300 -0.0670 -2.1364
H4 -1.9140 -0.5638 0.3208
H5 -1.8049 1.2201 0.1809
H6 0.0902 0.4196 1.9080
H7 1.5414 -1.4089 0.3578
H8 0.0772 -1.9883 1.1862

Output
**LUMO energy**: 1.0 eV
**Multiplicity**: 1
**HOMO energy**: -9.785 eV
**SMILES string**: C1O[C@H]2C[C@@H]1CO2
**DFT total energy**: -9408.7725 eV
**Relative energy (zero: lowest compared OMol25 entry of this formula, charge and spin)**: 102.2 kJ/mol
**Kohn-Sham gap**: 10.7 eV

Atomic partial charges in e from the natural (NBO) method, atoms 1 to 5: atom 1 (C): -0.073, atom 2 (O): -0.522, atom 3 (C): 0.348, atom 4 (C): -0.451, atom 5 (C): -0.286



Entry 5:
Formula: C3H5ClN2O3
Source: the Open Molecules 2025 dataset
Level of theory: ωB97M-V with the def2-TZVPD basis set

Cartesian coordinates (Å):
C1 1.1013 0.7755 -0.1015
C2 -1.1389 1.5352 0.0900
C3 -1.4274 -2.1611 -0.7683
N1 2.0098 -0.0082 0.6613
N2 -0.7206 -2.1392 0.1261
O1 0.0641 -2.2510 1.0262
O2 1.4023 1.5545 -0.9872
O3 -0.0891 0.6380 0.5026
Cl1 3.5468 -0.1369 0.0179
H1 -1.3431 2.3604 0.8991
H2 -1.8730 0.9149 -0.2224
H3 -0.7997 2.0949 -0.8195
H4 -2.3580 -2.2584 -1.2638
H5 1.6255 -0.9187 0.8394

Output
**LUMO energy**: 0.6 eV
**Multiplicity**: 1
**HOMO energy**: -9.686 eV
**SMILES string**: C#[N+][O-].COC(=O)NCl
**DFT total energy**: -24832.8857 eV
**Relative energy (zero: lowest compared OMol25 entry of this formula, charge and spin)**: 256.0 kJ/mol
**Kohn-Sham gap**: 10.3 eV

Atomic partial charges in e from the natural (NBO) method, atoms 1 to 5: atom 1 (C): 0.868, atom 2 (C): -0.264, atom 3 (C): -0.030, atom 4 (N): -0.652, atom 5 (N): 0.215



Entry 6:
Formula: C4H12N2O2
Source: the Open Molecules 2025 dataset
Level of theory: ωB97M-V with the def2-TZVPD basis set

Cartesian coordinates (Å):
N1 -0.5065 1.9336 1.2559
C1 0.6694 1.2921 0.6336
C2 0.3539 -0.2050 0.5275
N2 0.7202 -0.9082 -0.5557
C3 0.3825 -2.3439 -0.6324
C4 1.6959 -0.3311 -1.4809
O1 -0.3546 -0.7015 1.4031
H1 -0.5884 1.7245 2.2312
H2 -0.5565 2.9209 1.0678
H3 0.7642 1.8456 -0.3066
H4 1.6061 1.4528 1.1710
H5 -0.7025 -2.3758 -0.7300
H6 0.6537 -2.8114 0.3110
H7 0.9649 -2.7531 -1.4484
H8 1.2129 0.3696 -2.1619
H9 2.4194 0.3195 -0.9862
H10 2.0975 -1.1240 -2.1084
H11 -1.9741 1.2768 -0.4306
H12 -2.8325 0.0880 -0.1806
O2 -2.6840 0.7575 -0.8617

Output
**LUMO energy**: 0.7 eV
**Multiplicity**: 1
**HOMO energy**: -9.263 eV
**SMILES string**: CN(C)C(=O)CN.O
**DFT total energy**: -11417.6909 eV
**Relative energy (zero: lowest compared OMol25 entry of this formula, charge and spin)**: 147.2 kJ/mol
**Kohn-Sham gap**: 10.0 eV

Atomic partial charges in e from the natural (NBO) method, atoms 1 to 5: atom 1 (N): -0.846, atom 2 (C): -0.320, atom 3 (C): 0.660, atom 4 (N): -0.415, atom 5 (C): -0.403



Entry 7:
Formula: C3H7N3O
Source: the Open Molecules 2025 dataset
Level of theory: ωB97M-V with the def2-TZVPD basis set

Cartesian coordinates (Å):
C1 2.8471 -0.1465 0.2721
N1 1.4154 0.3581 0.5738
C2 0.2631 0.0900 -0.3594
O1 0.4434 -0.0705 -1.5327
N2 -0.9488 0.0460 0.2769
C3 -2.1481 -0.1825 -0.4064
N3 -3.2391 -0.1073 0.2280
H1 3.0484 0.3000 -0.7140
H2 2.6884 -1.2202 0.0793
H3 1.5122 1.3707 0.6639
H4 1.1833 0.0180 1.5078
H5 -1.0483 0.2556 1.2626
H6 -1.9924 -0.4112 -1.4627
H7 -4.0246 -0.3002 -0.3893

Output
**LUMO energy**: 0.3 eV
**Multiplicity**: 1
**HOMO energy**: -6.986 eV
**DFT total energy**: -9739.2546 eV
**Relative energy (zero: lowest compared OMol25 entry of this formula, charge and spin)**: 364.6 kJ/mol
**Kohn-Sham gap**: 7.2 eV

Atomic partial charges in e from the natural (NBO) method, atoms 1 to 5: atom 1 (C): -0.722, atom 2 (N): -0.605, atom 3 (C): 0.781, atom 4 (O): -0.532, atom 5 (N): -0.650



Entry 8:
Formula: C20H36NOP2Pt
Source: the Open Molecules 2025 dataset
Level of theory: ωB97M-V with the def2-TZVPD basis set

Cartesian coordinates (Å):
P1 1.4485 2.0435 1.1345
P2 -1.9622 2.6016 0.3594
C1 0.6551 3.5966 0.5081
C2 -0.7828 3.7796 1.0155
H1 0.6443 3.6070 -0.5874
H2 1.2679 4.4482 0.8372
H3 -0.8279 3.8212 2.1098
H4 -1.1909 4.7456 0.6975
C3 -2.2713 2.7721 -1.3946
H5 -2.6882 1.8372 -1.7925
H6 -1.3634 3.0543 -1.9419
H7 -3.0295 3.5510 -1.4954
C4 -3.5428 2.3635 1.1811
H8 -4.1565 3.2245 0.8985
H9 -3.4589 2.3129 2.2747
H10 -4.0729 1.4592 0.8591
C5 3.2073 2.1513 0.7724
H11 3.7004 1.2755 1.2198
H12 3.6085 3.0781 1.2056
H13 3.4293 2.1653 -0.3000
C6 1.2779 2.2672 2.9233
H14 0.2356 2.2389 3.2588
H15 1.6947 3.2296 3.2478
H16 1.8184 1.4892 3.4684
Pt1 2.2813 -0.6624 0.1187
C7 -2.9036 -0.9836 -0.2222
C8 -2.6861 -0.6878 -1.5253
C9 -1.2416 -0.8901 -2.0307
C10 -0.3318 0.3409 -2.0356
C11 0.5978 0.6767 -0.9387
C12 0.2450 0.7448 0.5351
C13 -1.2521 0.6421 0.7618
C14 -1.8458 -0.8511 0.8211
C15 3.7933 -1.6352 0.8216
H17 -3.9015 -1.2579 0.1478
H18 -3.4825 -0.6111 -2.2806
H19 -1.2910 -1.2606 -3.0712
H20 -0.7536 -1.7010 -1.4635
H21 0.2503 0.3082 -2.9697
H22 -0.9510 1.2189 -2.2399
H23 1.3228 1.4219 -1.2927
H24 0.6648 -0.1555 1.1262
H25 -1.6993 0.9503 -0.2354
H26 -1.5251 1.0535 1.7661
H27 -1.0047 -1.5588 0.7067
H28 -2.3103 -0.9669 1.8136
H29 3.3474 -2.2299 1.6400
H30 4.5617 -0.9361 1.1841
H31 4.1380 -2.2482 -0.0217
O1 0.9495 -2.2978 0.3448
N1 1.0226 -3.4912 -0.3028
C16 1.6989 -3.5897 -1.4707
C17 1.7123 -4.7847 -2.1782
C18 1.0166 -5.8875 -1.6911
C19 0.3852 -5.7920 -0.4478
C20 0.3529 -4.5663 0.2083
H32 2.2098 -2.6965 -1.8093
H33 2.2803 -4.8108 -3.1054
H34 1.0028 -6.8213 -2.2554
H35 -0.1008 -6.6627 -0.0044
H36 -0.1935 -4.4335 1.1366

Output
**LUMO energy (alpha / beta)**: -0.3 / -0.7 eV
**Multiplicity**: 4
**HOMO energy (alpha / beta)**: -3.012 / -5.224 eV
**Expectation value of S²**: 3.7748
**DFT total energy**: -46670.5564 eV
**Relative energy (zero: lowest compared OMol25 entry of this formula, charge and spin)**: 407.9 kJ/mol
**Kohn-Sham gap (alpha / beta)**: 2.7 / 4.5 eV

Atomic partial charges in e from the natural (NBO) method, atoms 1 to 5: atom 1 (P): 1.622, atom 2 (P): 1.323, atom 3 (C): -0.758, atom 4 (C): -0.748, atom 5 (H): 0.259



Entry 9:
Formula: C2H4NO3S
Source: the Open Molecules 2025 dataset
Level of theory: ωB97M-V with the def2-TZVPD basis set

Cartesian coordinates (Å):
C1 -1.1300 -0.8632 -0.4841
C2 -0.3633 0.1896 -1.0092
N1 -1.7743 -1.6958 -0.0277
O1 1.7422 -0.1407 1.6156
O2 0.9948 0.3858 3.7763
O3 -0.2553 1.2290 1.8077
S1 0.5618 0.2113 2.3824
H1 -0.1892 -0.9295 2.6806
H2 -1.0025 0.6255 -1.8620
H3 0.6504 -0.0765 -1.3632
H4 -0.2076 0.9219 -0.1777

Output
**LUMO energy**: 3.8 eV
**Multiplicity**: 1
**HOMO energy**: -4.954 eV
**Charge**: -1
**DFT total energy**: -20607.7737 eV
**Relative energy (zero: lowest compared OMol25 entry of this formula, charge and spin)**: 0.0 kJ/mol
**Kohn-Sham gap**: 8.7 eV

Atomic partial charges in e from the natural (NBO) method, atoms 1 to 5: atom 1 (C): 0.315, atom 2 (C): -0.773, atom 3 (N): -0.384, atom 4 (O): -1.043, atom 5 (O): -1.063



Entry 10:
Formula: C4H7NO
Source: the Open Molecules 2025 dataset
Level of theory: ωB97M-V with the def2-TZVPD basis set

Cartesian coordinates (Å):
C1 -0.2422 0.8221 -0.5275
C2 -1.2426 -0.1220 0.1636
C3 0.7807 -0.9495 0.7167
C4 0.9871 0.4712 0.3441
N1 -0.5253 -0.5901 1.3559
O1 0.0772 0.6199 1.8675
H1 -0.0821 0.4814 -1.5894
H2 -0.4890 1.8466 -0.5704
H3 -2.1697 0.3573 0.4120
H4 -1.2812 -1.1473 -0.3201
H5 0.5734 -1.8504 0.0058
H6 1.3804 -1.3386 1.5185
H7 1.8973 1.1098 0.3495

Output
**LUMO energy**: 1.0 eV
**Multiplicity**: 1
**HOMO energy**: -9.314 eV
**DFT total energy**: -7794.7141 eV
**Relative energy (zero: lowest compared OMol25 entry of this formula, charge and spin)**: 475.7 kJ/mol
**Kohn-Sham gap**: 10.3 eV

Atomic partial charges in e from the natural (NBO) method, atoms 1 to 5: atom 1 (C): -0.467, atom 2 (C): -0.257, atom 3 (C): -0.302, atom 4 (C): 0.090, atom 5 (N): -0.122



Entry 11:
Formula: C2H4N2O2
Source: the Open Molecules 2025 dataset
Level of theory: ωB97M-V with the def2-TZVPD basis set

Cartesian coordinates (Å):
C1 -0.9172 -1.8900 0.3112
C2 -0.8723 1.9637 1.0919
N1 0.3875 -3.6624 -0.8862
N2 -0.5214 -2.7082 -0.4602
O1 -1.4937 -1.1055 0.9498
O2 0.0898 1.4282 0.6108
H1 -1.1759 3.0708 0.9519
H2 -1.7457 1.4893 1.7270
H3 0.9031 -3.3390 -1.6862
H4 1.0178 -4.0826 -0.0856

Output
**LUMO energy (alpha / beta)**: 0.5 / -2.2 eV
**Multiplicity**: 3
**HOMO energy (alpha / beta)**: -6.378 / -9.236 eV
**Expectation value of S²**: 2.0066
**DFT total energy**: -9207.6297 eV
**Relative energy (zero: lowest compared OMol25 entry of this formula, charge and spin)**: 219.3 kJ/mol
**Kohn-Sham gap (alpha / beta)**: 6.9 / 7.0 eV

Atomic partial charges in e from the natural (NBO) method, atoms 1 to 5: atom 1 (C): 0.820, atom 2 (C): -0.272, atom 3 (N): -0.639, atom 4 (N): -0.385, atom 5 (O): -0.546



Entry 12:
Formula: C4H12N2OS
Source: the Open Molecules 2025 dataset
Level of theory: ωB97M-V with the def2-TZVPD basis set

Cartesian coordinates (Å):
C1 -0.3665 0.3659 -0.1640
N1 -1.0377 1.3411 0.6750
C2 -2.4613 1.4011 0.4881
O1 -3.1542 0.4751 1.2978
C3 1.0794 0.1360 0.2118
C4 1.9002 -0.6069 -0.8123
S1 1.1883 -2.2342 -1.2806
N2 1.8649 1.3108 0.6463
H1 -0.5159 0.5980 -1.2219
H2 -0.8743 -0.6079 -0.0983
H3 -0.7659 1.2335 1.6429
H4 -2.7562 2.4159 0.7340
H5 -2.6556 1.2470 -0.5705
H6 -3.8178 0.9014 1.8389
H7 1.0611 -0.4855 1.1101
H8 2.9548 -0.7908 -0.5916
H9 1.8969 -0.0593 -1.7641
H10 1.9125 -3.0011 -0.4561
H11 2.0710 1.9048 -0.1527
H12 1.2928 1.8867 1.2562

Output
**LUMO energy**: 0.9 eV
**Multiplicity**: 1
**HOMO energy**: -8.854 eV
**SMILES string**: N[C@H](CS)CNCO
**DFT total energy**: -20204.9068 eV
**Relative energy (zero: lowest compared OMol25 entry of this formula, charge and spin)**: 116.6 kJ/mol
**Kohn-Sham gap**: 9.7 eV

Atomic partial charges in e from the natural (NBO) method, atoms 1 to 5: atom 1 (C): -0.241, atom 2 (N): -0.647, atom 3 (C): 0.097, atom 4 (O): -0.739, atom 5 (C): -0.084



Which value of relative energy (zero: lowest compared OMol25 entry of this formula, charge and spin) does entry 6 give? 147.2 kJ/mol